Record 1
This record from the OMol25 dataset describes C33H17F10N9PbS2Se as an isolated structure. The level of theory is the ωB97M-V functional and the def2-TZVPD basis.

As for the spin multiplicity: 1. The energy above the lowest of the compared OMol25 structures with the same formula, charge and spin comes out at 0.683 eV. The value obtained for the highest occupied orbital energy (alpha / beta) is -0.272 / -0.271 Ha. The HOMO-LUMO gap (alpha / beta) is 4.73 / 4.72 eV. The value obtained for the calculated total energy is -167343.42285 eV. Its total charge is 0. The LUMO energy (alpha / beta) is -2.7 / -2.7 eV.

Each line ends with the Mulliken charge.
CARTESIAN COORDINATES (ANGSTROEM)
Pb (-0.3542, 1.0015, -0.7878)  1.29
C (-2.3421, 1.9719, -3.6253)  -1.46
N (-2.3255, 0.8599, -2.6679)  0.90
C (-2.0962, -0.4192, -3.3385)  -0.65
C (-0.6253, -0.6296, -3.7166)  -1.51
N (0.2968, -0.6946, -2.5886)  -0.34
C (0.8343, -1.8766, -2.1888)  -0.11
C (2.0684, -1.8232, -1.5035)  0.32
F (2.6371, -0.6416, -1.3050)  -0.43
C (2.6981, -2.9423, -1.0094)  0.41
F (3.8498, -2.8358, -0.3516)  -0.39
C (2.1210, -4.1889, -1.1839)  0.50
F (2.7118, -5.2727, -0.7029)  -0.34
C (0.9080, -4.2939, -1.8466)  0.31
F (0.3344, -5.4885, -1.9833)  -0.32
C (0.2837, -3.1647, -2.3284)  0.70
F (-0.9234, -3.3126, -2.8848)  -0.36
C (-3.5922, 0.8935, -1.9161)  -1.38
C (-3.7081, -0.0878, -0.7629)  -0.90
N (-2.7319, 0.2021, 0.2775)  0.10
C (-2.7193, -0.4823, 1.4280)  -0.41
C (-1.8553, 0.0298, 2.4369)  0.20
F (-1.1996, 1.1511, 2.1916)  -0.46
C (-1.6464, -0.5987, 3.6374)  0.23
F (-0.7989, -0.0954, 4.5276)  -0.40
C (-2.3261, -1.7760, 3.9177)  0.66
F (-2.1312, -2.3970, 5.0653)  -0.32
C (-3.2089, -2.3040, 2.9807)  0.33
F (-3.8540, -3.4326, 3.2569)  -0.32
C (-3.4021, -1.6765, 1.7714)  0.87
F (-4.2352, -2.2504, 0.9064)  -0.34
H (-3.2042, 1.8809, -4.3029)  0.34
H (-2.4130, 2.9118, -3.0788)  0.33
H (-1.4259, 1.9945, -4.2081)  0.39
H (-2.3950, -1.2371, -2.6835)  0.35
H (-2.7028, -0.4887, -4.2522)  0.27
H (-0.5670, -1.5258, -4.3342)  0.50
H (-0.2975, 0.2175, -4.3222)  0.54
H (-3.6939, 1.9044, -1.5196)  0.43
H (-4.4385, 0.7112, -2.5961)  0.37
H (-4.7096, 0.0228, -0.3366)  0.60
H (-3.6480, -1.1231, -1.1085)  0.47
S (0.9843, 2.4673, -2.5894)  -0.42
C (0.3623, 4.0714, -2.3099)  0.83
C (0.9407, 5.0922, -3.1566)  -0.44
N (1.3985, 5.9040, -3.8336)  -0.48
C (-0.5674, 4.4404, -1.4007)  0.82
S (-1.4145, 3.4083, -0.2715)  -0.40
C (-0.9355, 5.8346, -1.3050)  -0.45
N (-1.2664, 6.9339, -1.2071)  -0.49
Se (5.2875, -0.6080, 5.2578)  0.23
N (4.9147, 0.8268, 4.2779)  -0.90
C (3.9286, 0.4927, 3.4933)  0.85
C (3.3195, 1.4086, 2.5265)  0.92
C (3.7551, 2.7274, 2.3890)  -0.64
C (3.1370, 3.5437, 1.4758)  -1.28
C (2.0947, 3.0197, 0.7124)  0.11
N (1.6778, 1.7698, 0.8283)  0.62
C (2.2726, 0.9607, 1.7248)  -0.71
C (1.7774, -0.4350, 1.8568)  -0.99
N (0.7709, -0.8163, 1.0618)  1.64
C (0.2899, -2.0472, 1.1604)  -0.85
C (0.7839, -2.9882, 2.0565)  -1.62
C (1.8265, -2.6119, 2.8747)  -0.59
C (2.3369, -1.3185, 2.7825)  0.65
C (3.4400, -0.8589, 3.6240)  0.66
N (4.0283, -1.6129, 4.5103)  -0.83
H (4.5697, 3.0763, 3.0102)  0.55
H (3.4383, 4.5731, 1.3369)  0.49
H (1.5807, 3.6310, -0.0210)  0.01
H (-0.5287, -2.2976, 0.4852)  0.52
H (0.3595, -3.9845, 2.0953)  0.63
H (2.2647, -3.2960, 3.5913)  0.58

Cartesian forces, eV/Å:
0.0 0.7 -0.5
0.0 0.0 0.0
-0.2 -0.1 0.2
0.1 0.1 0.1
0.0 -0.1 0.1
0.3 -0.1 -0.4
-0.2 0.2 0.0
0.0 0.1 0.0
0.0 0.1 0.0
0.0 0.0 0.0
0.1 0.0 0.0
0.0 0.0 0.0
0.1 -0.1 0.0
0.0 -0.1 0.0
0.0 0.0 0.0
-0.1 0.0 0.0
-0.1 0.0 0.0
0.1 0.0 -0.1
0.3 -0.1 0.1
-0.6 0.2 0.1
0.2 0.1 -0.1
0.0 0.0 0.0
0.1 0.1 0.0
-0.1 0.0 0.0
0.1 0.0 0.1
0.0 0.0 -0.2
0.0 -0.1 0.2
0.0 0.0 0.0
0.0 -0.1 0.0
0.0 0.0 0.1
-0.1 0.0 -0.1
0.0 0.0 0.0
0.0 0.0 0.0
0.0 0.0 0.0
0.0 0.0 0.0
0.0 0.0 0.0
0.0 0.0 0.0
0.1 0.0 0.0
0.0 0.0 0.0
0.0 0.0 0.0
-0.1 0.0 0.0
0.0 0.0 0.0
0.0 -0.1 0.0
0.4 0.1 -0.4
-0.1 0.0 0.1
0.0 -0.2 0.1
-0.3 0.4 0.3
0.0 -0.1 0.0
-0.1 -0.1 0.0
0.1 -0.2 0.0
0.3 -0.1 0.3
0.0 -0.1 0.0
-0.2 0.1 -0.2
0.1 -0.1 0.1
0.1 0.0 0.1
0.0 0.1 0.0
0.0 -0.1 0.0
0.1 -0.4 0.2
-0.1 0.0 -0.1
-0.1 0.1 -0.2
0.0 -0.2 0.2
0.0 0.1 0.0
-0.1 -0.1 0.0
0.1 0.0 0.1
0.2 0.0 0.1
-0.2 0.0 -0.2
0.0 0.1 0.0
0.0 0.0 0.0
0.0 0.0 0.0
0.0 0.0 0.0
0.1 0.0 0.0
0.0 0.1 0.0
0.0 0.0 0.0

=====

Record 2
This record from the OMol25 dataset describes C47H96AgBrF12N7O12S4 as an isolated structure. The level of theory is the ωB97M-V functional and the def2-TZVPD basis.

As for the spin multiplicity: 1. The value obtained for the highest occupied orbital energy is -0.494 Ha. The HOMO-LUMO gap is 4.12 eV. The value obtained for the calculated total energy is -235250.57819 eV. Its total charge is +3. The LUMO energy is -9.3 eV.

Each line ends with the Mulliken charge.
CARTESIAN COORDINATES (ANGSTROEM)
Ag (-2.3993, -1.6568, 2.0862)  2.22
Br (-1.7971, -0.3183, -0.3945)  -0.88
C (-3.7952, 3.2316, -1.0479)  -1.92
C (-3.8767, 2.8506, -2.5084)  1.52
C (-2.3909, 2.7812, -3.0081)  -0.35
C (-2.1208, 1.8803, -4.2578)  -1.18
C (-2.5672, 0.4631, -4.0038)  -0.83
C (-4.0548, 0.3297, -3.6546)  1.68
N (-4.4046, 1.3749, -2.5569)  0.94
O (-5.5494, 1.2220, -1.7915)  -0.21
C (-4.2885, -1.1555, -3.0811)  -1.58
C (-4.9239, 0.7143, -4.9005)  -1.70
C (-4.7135, 3.8735, -3.2885)  -1.59
H (-3.2962, 4.1889, -0.8971)  0.43
H (-3.2180, 2.4486, -0.5562)  0.20
H (-4.6875, 3.1089, -0.4340)  0.55
H (-1.7367, 2.5107, -2.1793)  -0.67
H (-1.9940, 3.7929, -3.0923)  0.80
H (-1.0506, 1.8958, -4.4637)  0.47
H (-2.5555, 2.3243, -5.1533)  0.39
H (-1.9317, 0.0179, -3.2382)  -0.12
H (-2.3759, -0.1623, -4.8758)  0.58
H (-5.3278, -1.2700, -2.7732)  0.54
H (-3.6233, -1.4352, -2.2641)  -0.19
H (-4.0352, -1.9392, -3.7951)  0.57
H (-5.8152, 1.2638, -4.5978)  0.42
H (-5.3082, -0.2508, -5.2307)  0.52
H (-4.4608, 1.1557, -5.7830)  0.30
H (-4.0774, 4.6744, -3.6655)  0.39
H (-5.5458, 4.3316, -2.7541)  0.39
H (-5.1315, 3.4803, -4.2152)  0.41
C (0.7544, -3.7479, -0.1461)  -1.09
C (2.3343, -3.5811, -0.2601)  1.96
C (2.6081, -2.0292, -0.1871)  -0.85
C (4.0973, -1.7197, 0.1269)  -0.82
C (4.5617, -2.4046, 1.4030)  -1.29
C (4.3625, -3.9210, 1.5444)  1.44
N (2.9695, -4.3074, 0.9432)  1.37
O (2.6306, -5.7084, 1.0832)  -0.21
C (4.2318, -4.2249, 2.9944)  -1.47
C (5.5325, -4.6310, 0.8866)  -1.75
C (2.8675, -4.1772, -1.5623)  -1.61
H (0.2927, -3.1657, -0.9437)  0.16
H (0.2074, -3.4424, 0.7458)  -0.50
H (0.4551, -4.7752, -0.3540)  0.67
H (1.9606, -1.4468, 0.4683)  -0.18
H (2.3530, -1.5371, -1.1257)  0.35
H (4.2839, -0.6526, 0.2471)  0.42
H (4.7726, -2.0846, -0.6470)  0.43
H (3.9220, -1.8997, 2.1268)  0.23
H (5.5746, -2.0785, 1.6390)  0.54
H (4.0457, -5.2523, 3.3073)  0.47
H (3.4189, -3.6335, 3.4156)  0.15
H (5.0978, -4.0214, 3.6243)  0.43
H (6.4514, -4.6781, 1.4710)  0.45
H (5.8435, -4.1474, -0.0394)  0.34
H (5.1562, -5.6078, 0.5828)  0.36
H (3.9256, -4.4297, -1.4930)  0.36
H (2.7919, -3.4744, -2.3921)  -0.02
H (2.3261, -5.0751, -1.8601)  0.54
C (0.1867, -3.0526, -4.3885)  -1.61
C (0.8969, -4.3116, -4.9587)  -0.17
C (2.2635, -3.8077, -5.4592)  -0.94
N (2.8338, -4.7238, -6.5545)  0.20
C (4.3109, -4.3325, -6.7319)  -0.51
C (5.0117, -5.3483, -7.7605)  -0.83
C (4.8770, -6.8741, -7.3970)  -0.56
C (3.3830, -7.1558, -7.2235)  -0.75
C (2.7598, -6.2277, -6.1728)  -0.66
C (2.1102, -4.4381, -7.9034)  -0.92
H (0.9027, -2.2628, -4.1611)  0.30
H (-0.3886, -3.1986, -3.4743)  0.29
H (-0.4237, -2.6410, -5.1923)  0.48
H (0.2605, -4.6292, -5.7847)  0.50
H (1.0019, -5.1880, -4.3193)  0.45
H (2.9533, -3.7115, -4.6207)  0.47
H (2.2845, -2.8343, -5.9494)  0.38
H (4.8454, -4.4635, -5.7910)  0.38
H (4.3767, -3.3006, -7.0770)  0.45
H (6.0701, -5.1004, -7.8406)  0.43
H (4.6561, -5.1919, -8.7790)  0.36
H (5.4032, -7.0794, -6.4648)  0.31
H (5.2654, -7.4518, -8.2358)  0.36
H (3.3005, -8.1585, -6.8041)  0.38
H (2.8688, -7.0917, -8.1824)  0.30
H (3.1229, -6.3090, -5.1483)  0.48
H (1.7141, -6.5313, -6.1231)  0.44
H (2.1591, -3.4174, -8.2827)  0.29
H (1.0861, -4.7908, -7.7814)  0.32
H (2.6627, -5.0775, -8.5918)  0.47
C (1.8671, 1.8290, -1.8813)  -0.38
C (2.3025, 3.0907, -1.1717)  -0.48
N (1.6710, 3.1921, 0.2765)  0.32
C (0.1294, 3.4185, -0.0226)  -0.84
C (1.9103, 1.9747, 1.1992)  -0.12
C (1.1603, 2.1310, 2.5705)  -1.35
C (2.1757, 4.5359, 0.8216)  -0.58
C (3.5606, 4.6506, 1.2567)  -0.81
O (3.5945, 4.5374, 2.6384)  -0.19
C (4.8801, 4.9131, 3.1224)  -0.86
H (2.4275, 1.7913, -2.8154)  0.61
H (0.7824, 1.8672, -1.9821)  0.00
H (2.1538, 0.8895, -1.4089)  -0.22
H (2.0213, 3.9489, -1.7820)  0.38
H (3.3613, 3.1951, -0.9348)  0.42
H (-0.3138, 4.0048, 0.7823)  0.05
H (-0.2187, 2.3856, -0.0230)  0.39
H (-0.1406, 3.8904, -0.9673)  0.30
H (2.9957, 1.8855, 1.2452)  0.49
H (1.5208, 1.1389, 0.6180)  0.34
H (0.0732, 2.1395, 2.6504)  0.22
H (1.3713, 3.0944, 3.0347)  0.28
H (1.4820, 1.2892, 3.1836)  0.35
H (1.4918, 4.8326, 1.6168)  0.00
H (2.0527, 5.3177, 0.0721)  0.64
H (3.9182, 5.6617, 1.0624)  0.69
H (4.3095, 3.9879, 0.8230)  0.41
H (4.8702, 4.9071, 4.2124)  0.25
H (5.0737, 5.9472, 2.8374)  0.37
H (5.6403, 4.2499, 2.7097)  0.31
C (-3.5339, 7.8483, 5.8238)  -1.28
C (-2.4433, 7.4985, 4.8458)  -0.29
N (-1.2902, 6.5586, 5.3821)  0.31
C (-0.2535, 6.0164, 4.3737)  -1.62
C (-0.4851, 7.3912, 6.4459)  -0.39
C (0.8428, 6.7025, 6.9924)  -1.17
C (-1.9069, 5.2397, 5.9529)  -0.74
C (-2.9045, 4.5363, 5.0630)  -0.73
O (-2.4759, 4.3324, 3.7386)  -0.36
C (-2.9009, 3.0949, 3.2352)  -0.73
H (-4.2246, 8.5498, 5.3560)  0.43
H (-3.2448, 8.4994, 6.6488)  0.38
H (-4.1221, 7.0025, 6.1797)  0.29
H (-1.9456, 8.4102, 4.5154)  0.56
H (-2.7753, 6.9859, 3.9429)  0.28
H (0.2826, 6.8994, 4.0260)  0.51
H (-0.6867, 5.4936, 3.5210)  0.50
H (0.4022, 5.2550, 4.7961)  0.54
H (-1.2900, 7.4917, 7.1741)  0.41
H (-0.3413, 8.3920, 6.0386)  0.38
H (0.6112, 5.7829, 7.5297)  0.34
H (1.3893, 7.3818, 7.6467)  0.42
H (1.5433, 6.5590, 6.1697)  0.28
H (-2.4112, 5.5149, 6.8792)  0.50
H (-1.1050, 4.5330, 6.1666)  0.46
H (-3.8605, 5.0596, 5.0463)  0.28
H (-3.3180, 3.6232, 5.4913)  0.66
H (-2.6257, 2.9685, 2.1881)  0.05
H (-3.9840, 2.9951, 3.1640)  0.38
H (-2.5547, 2.2814, 3.8727)  0.37
C (-4.7547, -0.6054, 4.5977)  0.49
F (-4.3181, 0.4569, 3.9272)  -0.21
F (-3.7606, -1.3568, 5.1018)  -0.23
F (-5.5764, -0.3016, 5.6379)  -0.22
S (-5.8012, -1.7017, 3.3757)  0.81
O (-6.0925, -2.9030, 4.1111)  -0.64
O (-6.9333, -0.8822, 2.9881)  -0.58
N (-4.6337, -1.9384, 2.1566)  -0.07
S (-5.5923, -2.1823, 0.9147)  0.59
O (-6.7332, -3.0039, 1.1664)  -0.60
O (-5.6957, -0.9985, 0.0664)  -0.45
C (-4.5148, -3.4384, -0.1576)  0.35
F (-3.1925, -3.1060, 0.0288)  -0.18
F (-4.6846, -4.7111, 0.2516)  -0.25
F (-4.8599, -3.4044, -1.4728)  -0.23
C (-0.5193, -0.4535, 4.7113)  0.28
F (-1.1694, -1.1672, 5.6354)  -0.21
F (-1.3097, 0.2155, 3.8865)  0.03
F (0.3925, 0.3666, 5.2821)  -0.22
S (0.3879, -1.8179, 3.7143)  0.54
O (0.8432, -1.1391, 2.5288)  -0.49
O (1.4935, -2.3051, 4.5509)  -0.67
N (-0.8972, -2.9158, 3.2382)  -0.03
S (-0.3885, -4.2714, 3.6304)  0.28
O (0.8645, -4.7037, 3.0112)  -0.42
O (-0.5579, -4.6660, 5.0118)  -0.61
C (-1.7833, -5.2675, 2.6750)  0.55
F (-2.9096, -4.6985, 2.9685)  -0.28
F (-1.5179, -5.3734, 1.3171)  -0.19
F (-1.8283, -6.4921, 3.1251)  -0.21

Cartesian forces, eV/Å:
-0.2 0.1 -0.6
0.3 0.4 0.3
0.1 -1.3 1.4
1.6 -0.3 0.3
0.2 -0.2 -0.3
0.2 1.2 0.6
0.2 0.0 0.1
0.9 -1.3 0.8
-7.8 0.3 3.6
7.7 0.3 -5.1
-0.4 1.2 -0.2
-1.0 -1.0 0.7
-0.6 -0.4 -1.2
-0.3 0.1 -0.2
0.7 0.0 0.0
-0.6 0.8 -0.7
-0.3 -1.1 0.2
-0.6 0.4 -0.9
0.1 0.0 0.1
-0.3 0.0 0.0
-0.3 0.1 0.4
-0.3 0.0 -0.2
0.1 -0.1 0.0
-0.1 0.9 0.3
-0.3 0.5 -0.8
0.1 0.1 -0.2
-0.1 0.0 -0.1
0.4 0.3 0.6
0.3 0.0 0.4
0.2 -0.4 0.4
-0.1 -0.3 0.0
0.3 -0.6 -0.9
-2.9 1.7 1.4
1.5 0.2 0.2
0.2 -1.1 -0.5
-1.7 1.3 0.5
0.1 1.4 0.8
-0.1 -9.0 -1.4
2.0 9.8 -0.8
-0.5 -0.6 2.3
-0.6 -0.9 -1.7
0.5 -0.6 -0.1
0.3 0.3 -0.2
0.9 0.1 0.3
0.2 -0.1 0.2
-0.1 -0.8 0.8
0.0 -0.7 -0.6
-0.1 0.0 -0.1
-0.2 0.2 -0.7
0.1 -0.3 0.7
0.1 -0.6 0.0
-0.3 -0.3 -0.8
-0.1 -0.1 0.1
0.4 0.6 -0.7
-0.5 -0.1 0.6
-0.2 0.2 -0.1
0.6 -0.4 0.3
0.0 -0.1 0.1
-0.2 0.3 0.3
0.0 -0.1 0.3
0.2 -0.2 0.2
-0.1 1.4 -0.5
-0.3 -1.2 -0.8
0.7 0.9 0.0
0.6 -2.3 -1.4
0.0 0.1 0.5
-0.8 1.9 -0.4
1.1 0.1 1.0
-0.9 0.4 -0.9
0.6 -1.5 0.9
0.2 0.0 0.2
-0.2 -0.2 -0.3
-0.3 0.0 0.3
0.2 -0.2 -0.1
0.0 0.4 0.4
0.3 -0.5 -0.1
-0.6 0.1 0.1
-0.4 0.2 0.2
-0.2 -0.1 0.1
0.0 0.2 0.3
-0.2 0.1 0.0
0.2 -0.2 -0.1
0.2 -0.1 0.3
-0.4 -0.1 -0.2
-0.2 -0.2 0.2
0.5 0.0 -0.2
-0.2 0.5 0.0
0.2 0.1 0.7
0.1 0.1 -0.2
-0.6 0.2 -0.2
0.6 0.0 0.1
0.4 -0.9 1.8
-1.4 2.6 -2.2
0.9 -1.4 1.2
-1.6 1.1 -0.3
0.7 0.3 -0.3
-1.7 -0.2 -0.8
1.6 0.5 1.1
0.2 -0.5 1.3
-0.3 0.2 0.3
-0.5 0.2 -0.4
0.1 -0.4 -0.5
-0.1 0.2 0.4
-0.3 0.2 0.5
0.1 -0.4 -0.5
0.1 -0.3 0.1
-0.7 0.1 0.0
0.9 0.1 -0.1
-0.1 0.0 0.5
-0.1 -0.1 0.3
-0.2 -0.6 -1.2
0.9 -0.2 0.2
0.2 0.3 0.1
0.3 -0.2 0.2
-0.5 -0.5 -0.6
0.0 0.2 -0.7
-0.1 -0.4 -0.5
0.0 -0.4 -0.1
0.2 0.1 -0.2
0.2 0.0 0.2
-0.4 0.3 0.4
1.4 -0.6 -0.7
0.7 -1.5 0.0
-0.6 1.2 -0.9
-0.4 -1.5 0.6
-1.3 1.0 -0.8
0.1 0.6 0.4
-1.6 0.6 -0.4
0.5 0.3 0.1
-0.8 -0.8 -0.5
-0.1 -0.3 -0.6
0.6 -0.5 0.3
0.1 0.1 0.0
0.2 -0.1 0.0
-0.3 0.0 0.2
0.3 -0.2 0.0
-0.6 0.5 0.2
-0.1 0.6 0.6
0.6 0.1 0.6
0.3 -0.3 -0.3
0.2 0.0 -0.1
-0.5 0.1 0.2
-0.2 -0.4 0.0
0.1 -0.1 0.1
0.3 0.4 0.1
0.0 0.8 -0.3
1.0 -0.5 0.5
0.7 0.1 0.1
-0.3 0.3 0.4
0.2 -0.1 -0.2
-2.0 -2.5 -0.1
0.3 0.3 0.8
0.0 1.0 -0.5
1.1 0.5 -1.3
-0.3 0.0 2.1
0.8 0.7 -0.5
1.6 -0.1 0.0
-2.0 0.4 1.6
0.7 -0.5 -4.2
-0.1 0.4 0.2
0.1 -1.1 0.7
-0.5 0.1 1.1
-0.9 -0.7 -1.0
0.3 1.2 -0.2
0.7 0.2 1.2
1.3 -2.6 0.3
0.0 1.4 -0.3
-0.2 0.3 0.6
-1.1 -0.5 -0.6
1.3 0.0 0.1
-0.3 0.4 -0.6
-2.5 0.4 -0.8
2.0 6.3 0.5
-0.1 -7.9 0.9
-0.4 0.9 -0.1
0.1 0.8 -1.0
2.3 -0.1 0.1
-1.3 0.8 -0.8
-0.6 0.8 1.3
0.3 -0.8 0.3